Entry A
Formula: C6H14N2
Source: the Open Molecules 2025 dataset
Level of theory: wB97M-V/def2-TZVPD

The calculation puts the HOMO energy at -8.74 eV. Its orbital gap is 9.6 eV. Its multiplicity is 1. The SMILES is C/C(N)=N/C(C)(C)C.

CARTESIAN COORDINATES (ANGSTROEM)
C -1.342 2.137 -1.461
C -0.842 1.230 -0.352
N -1.317 1.521 0.896
N -0.044 0.306 -0.713
C 0.541 -0.778 0.072
C 1.199 -0.324 1.377
C -0.522 -1.850 0.328
C 1.641 -1.371 -0.830
H -1.025 1.766 -2.441
H -0.948 3.146 -1.315
H -2.435 2.172 -1.436
H -0.789 1.159 1.674
H -1.618 2.478 1.045
H 1.747 0.615 1.247
H 1.906 -1.079 1.742
H 0.473 -0.191 2.184
H -1.310 -1.482 0.993
H -0.084 -2.742 0.790
H -1.005 -2.160 -0.607
H 2.435 -0.635 -1.010
H 2.100 -2.257 -0.377
H 1.241 -1.661 -1.808

Just the Löwdin charges please, in e? Sure, here they are:
1 C -0.036
2 C -0.479
3 N 0.137
4 N 0.104
5 C -0.637
6 C -0.062
7 C -0.052
8 C -0.071
9 H 0.077
10 H 0.073
11 H 0.075
12 H 0.065
13 H 0.098
14 H 0.089
15 H 0.083
16 H 0.062
17 H 0.074
18 H 0.082
19 H 0.084
20 H 0.080
21 H 0.076
22 H 0.079

Entry B
Formula: C6H14N2
Source: the Open Molecules 2025 dataset
Level of theory: wB97M-V/def2-TZVPD

The calculation puts the HOMO energy at -7.79 eV. Its orbital gap is 8.7 eV. Its multiplicity is 1. The SMILES is C/C=C/N.C=C(C)N.

CARTESIAN COORDINATES (ANGSTROEM)
C -2.563 0.257 -2.679
C -1.849 -0.635 -1.702
C -1.983 -0.505 -0.384
N -1.373 -1.284 0.598
H -3.375 0.795 -2.191
H -1.884 0.974 -3.142
H -3.011 -0.320 -3.490
H -1.174 -1.386 -2.102
H -2.677 0.245 -0.015
H -0.904 -0.750 1.318
H -0.777 -1.995 0.201
C 2.271 0.334 -0.216
C 1.862 0.434 1.044
C 2.603 -0.131 2.218
N 0.620 0.989 1.398
H 1.772 0.848 -1.025
H 3.177 -0.219 -0.417
H 1.893 -0.462 2.976
H 3.188 0.668 2.693
H 3.296 -0.929 1.969
H 0.649 1.491 2.276
H 0.239 1.583 0.672

Just the Löwdin charges please, in e? Sure, here they are:
1 C -0.130
2 C -0.189
3 C -0.261
4 N 0.029
5 H 0.065
6 H 0.063
7 H 0.063
8 H 0.094
9 H 0.108
10 H 0.044
11 H 0.075
12 C 0.020
13 C -0.493
14 C -0.061
15 N 0.059
16 H 0.051
17 H 0.051
18 H 0.074
19 H 0.084
20 H 0.077
21 H 0.090
22 H 0.090

Energies relative to the most stable structure, in eV: entry A 0.000; entry B 1.093.

Entry A
Formula: C6H14N2
Source: the Open Molecules 2025 dataset
Level of theory: wB97M-V/def2-TZVPD

The calculation puts the HOMO energy at -8.67 eV. Its orbital gap is 9.7 eV. Its multiplicity is 1. The SMILES is C/C(N)=N\CC(C)C.

CARTESIAN COORDINATES (ANGSTROEM)
C 1.739 0.227 0.919
C 1.596 -0.382 -0.455
N 2.472 -1.402 -0.725
N 0.739 -0.085 -1.342
C -0.292 0.886 -1.104
C -1.521 0.370 -0.293
C -1.650 0.996 1.100
C -1.542 -1.154 -0.196
H 2.610 -0.171 1.433
H 1.834 1.309 0.838
H 0.859 0.014 1.515
H 2.466 -1.718 -1.682
H 3.366 -1.389 -0.272
H 0.096 1.781 -0.605
H -0.634 1.182 -2.103
H -2.406 0.676 -0.862
H -1.342 2.040 1.092
H -1.056 0.464 1.839
H -2.689 0.954 1.425
H -0.706 -1.521 0.392
H -1.474 -1.594 -1.188
H -2.466 -1.482 0.273

Just the Löwdin charges please, in e? Sure, here they are:
1 C -0.005
2 C -0.490
3 N 0.112
4 N 0.039
5 C -0.217
6 C -0.401
7 C -0.089
8 C -0.085
9 H 0.072
10 H 0.086
11 H 0.056
12 H 0.093
13 H 0.079
14 H 0.098
15 H 0.105
16 H 0.121
17 H 0.073
18 H 0.056
19 H 0.074
20 H 0.067
21 H 0.078
22 H 0.076

Entry B
Formula: C6H14N2
Source: the Open Molecules 2025 dataset
Level of theory: wB97M-V/def2-TZVPD

The calculation puts the HOMO energy at -7.90 eV. Its orbital gap is 8.8 eV. Its multiplicity is 1. The SMILES is C/C(=C\N)C[C@H](C)N.

CARTESIAN COORDINATES (ANGSTROEM)
C 1.447 -0.512 -1.760
C 0.210 -0.116 -0.986
C -0.610 0.776 -1.554
N -0.545 1.316 -2.845
C -0.099 -0.772 0.340
C 0.105 0.042 1.639
C -0.322 -0.879 2.804
N -0.541 1.352 1.648
H 1.993 -1.314 -1.256
H 1.197 -0.946 -2.735
H 2.173 0.296 -1.866
H -1.448 1.139 -0.966
H -1.459 1.500 -3.218
H 0.116 0.804 -3.406
H 0.572 -1.636 0.400
H -1.084 -1.236 0.272
H 1.182 0.178 1.735
H 0.568 -1.262 3.305
H -0.541 -0.226 3.629
H -1.134 -1.511 2.470
H -0.249 1.849 0.816
H -1.532 1.159 1.536

Just the Löwdin charges please, in e? Sure, here they are:
1 C -0.072
2 C -0.300
3 C -0.199
4 N 0.057
5 C -0.164
6 C -0.450
7 C -0.064
8 N 0.036
9 H 0.069
10 H 0.075
11 H 0.081
12 H 0.107
13 H 0.077
14 H 0.062
15 H 0.110
16 H 0.110
17 H 0.129
18 H 0.076
19 H 0.062
20 H 0.072
21 H 0.053
22 H 0.072

Energies relative to the most stable structure, in eV: entry A 0.000; entry B 0.900.

Entry A
Formula: C6H14N2
Source: the Open Molecules 2025 dataset
Level of theory: wB97M-V/def2-TZVPD

The calculation puts the HOMO energy at -7.71 eV. Its orbital gap is 8.7 eV. Its multiplicity is 1. The SMILES is C=C(C)N.C=C(C)N.

CARTESIAN COORDINATES (ANGSTROEM)
C 0.722 0.320 -1.313
C 2.071 0.539 -1.284
C 2.675 1.904 -1.467
N 2.978 -0.467 -1.585
H 0.083 1.171 -1.477
H 0.358 -0.654 -1.604
H 1.932 2.693 -1.412
H 3.184 1.994 -2.428
H 3.462 2.087 -0.734
H 2.648 -1.411 -1.465
H 3.946 -0.286 -1.365
C -1.843 0.722 1.429
C -2.000 -0.603 1.212
C -3.348 -1.219 1.512
N -0.934 -1.529 1.465
H -0.902 1.209 1.233
H -2.680 1.348 1.685
H -3.601 -2.025 0.821
H -4.148 -0.484 1.489
H -3.380 -1.648 2.513
H -1.206 -2.502 1.513
H -0.017 -1.158 1.262

Just the Löwdin charges please, in e? Sure, here they are:
1 C -0.007
2 C -0.469
3 C -0.068
4 N 0.070
5 H 0.045
6 H 0.049
7 H 0.073
8 H 0.082
9 H 0.073
10 H 0.087
11 H 0.085
12 C 0.001
13 C -0.439
14 C -0.086
15 N 0.064
16 H 0.034
17 H 0.042
18 H 0.071
19 H 0.069
20 H 0.078
21 H 0.077
22 H 0.069

Entry B
Formula: C6H14N2
Source: the Open Molecules 2025 dataset
Level of theory: wB97M-V/def2-TZVPD

The calculation puts the HOMO energy at -7.63 eV. Its orbital gap is 8.1 eV. Its multiplicity is 1.

CARTESIAN COORDINATES (ANGSTROEM)
C -1.279 0.498 -0.397
N -1.594 -0.796 -0.964
C -0.723 -1.865 -0.403
N -1.236 -3.136 -0.886
C 0.185 1.051 -0.417
C 0.428 2.089 0.660
C 1.444 1.840 1.514
C 2.643 0.942 1.089
H -1.900 1.282 -0.828
H -1.540 0.447 0.666
H -1.432 -0.884 -1.961
H 0.271 -1.635 -0.801
H -0.640 -1.862 0.681
H -0.666 -3.545 -1.611
H -1.329 -3.829 -0.158
H 0.284 1.429 -1.441
H 0.875 0.229 -0.280
H 0.402 3.113 0.293
H 1.639 0.555 1.660
H 1.712 2.444 2.375
H 3.381 0.887 1.875
H 2.984 1.348 0.153

Just the Löwdin charges please, in e? Sure, here they are:
1 C -0.254
2 N -0.071
3 C -0.315
4 N 0.006
5 C -0.217
6 C -0.115
7 C -0.230
8 C -0.084
9 H 0.108
10 H 0.107
11 H 0.100
12 H 0.100
13 H 0.118
14 H 0.059
15 H 0.058
16 H 0.114
17 H 0.054
18 H 0.117
19 H 0.116
20 H 0.105
21 H 0.047
22 H 0.078

Energies relative to the most stable structure, in eV: entry A 0.000; entry B 3.896.

Entry A
Formula: C6H14N2
Source: the Open Molecules 2025 dataset
Level of theory: wB97M-V/def2-TZVPD

The calculation puts the HOMO energy at -8.23 eV. Its orbital gap is 9.4 eV. Its multiplicity is 1. The SMILES is C=CCCNCCN.

CARTESIAN COORDINATES (ANGSTROEM)
C 2.582 1.300 -0.152
C 1.467 1.373 -0.850
C 0.703 0.250 -1.493
C -0.850 0.433 -1.458
N -1.487 -0.440 -0.498
C -1.643 -0.093 0.898
C -0.454 -0.531 1.771
N -0.044 -1.954 1.501
H 3.278 2.099 0.070
H 3.122 0.361 0.013
H 1.074 2.373 -1.030
H 1.020 0.262 -2.540
H 1.018 -0.683 -1.038
H -1.133 1.468 -1.273
H -1.168 0.110 -2.453
H -1.779 -1.346 -0.795
H -1.689 0.989 0.991
H -2.569 -0.580 1.206
H -0.671 -0.518 2.842
H 0.463 0.028 1.610
H -0.532 -2.208 0.649
H -0.300 -2.619 2.223

Just the Löwdin charges please, in e? Sure, here they are:
1 C -0.023
2 C -0.214
3 C -0.184
4 C -0.207
5 N -0.107
6 C -0.215
7 C -0.244
8 N -0.019
9 H 0.048
10 H 0.062
11 H 0.098
12 H 0.107
13 H 0.103
14 H 0.109
15 H 0.108
16 H 0.100
17 H 0.110
18 H 0.112
19 H 0.101
20 H 0.077
21 H 0.027
22 H 0.050

Entry B
Formula: C6H14N2
Source: the Open Molecules 2025 dataset
Level of theory: wB97M-V/def2-TZVPD

The calculation puts the HOMO energy at -7.95 eV. Its orbital gap is 9.0 eV. Its multiplicity is 1. The SMILES is C/C(N)=C/CCCN.

CARTESIAN COORDINATES (ANGSTROEM)
C 1.674 -1.814 -2.081
C 1.081 -0.397 -1.589
N 1.447 0.654 -2.353
C 0.017 -0.456 -0.730
C -0.662 0.768 -0.352
C -1.560 0.312 0.993
C -0.651 0.034 2.285
N -0.832 1.140 3.278
H 0.891 -2.388 -2.567
H 2.464 -1.785 -2.761
H 2.043 -2.326 -1.082
H 2.367 1.035 -2.345
H 0.966 1.441 -2.517
H -0.473 -1.323 -0.295
H -0.033 1.575 -0.072
H -1.446 0.937 -1.166
H -2.004 -0.660 0.610
H -2.343 1.042 1.190
H 0.479 -0.102 2.209
H -0.953 -0.891 2.812
H -1.722 1.156 3.682
H -0.749 2.047 2.851

Just the Löwdin charges please, in e? Sure, here they are:
1 C -0.040
2 C -0.360
3 N 0.098
4 C -0.151
5 C -0.204
6 C -0.155
7 C -0.254
8 N -0.038
9 H 0.058
10 H 0.022
11 H 0.105
12 H 0.094
13 H 0.038
14 H 0.102
15 H 0.088
16 H 0.129
17 H 0.093
18 H 0.081
19 H 0.120
20 H 0.096
21 H 0.026
22 H 0.049

Energies relative to the most stable structure, in eV: entry A 0.000; entry B 0.803.

Entry A
Formula: C6H14N2
Source: the Open Molecules 2025 dataset
Level of theory: wB97M-V/def2-TZVPD

The calculation puts the HOMO energy at -7.02 eV. Its orbital gap is 4.0 eV. Its multiplicity is 1.

CARTESIAN COORDINATES (ANGSTROEM)
C 1.135 2.095 -1.554
C 0.287 0.801 -1.536
C -0.271 0.400 -0.068
C -1.360 -0.644 -0.092
C -1.306 -1.807 -0.729
C 0.246 -1.191 2.501
N -0.783 -0.126 2.495
N 1.004 -0.237 -2.051
H 0.562 2.914 -1.113
H 1.994 1.893 -0.910
H 1.471 2.319 -2.562
H -0.627 0.933 -2.130
H 0.566 0.280 0.607
H -0.813 1.295 0.280
H -2.188 -2.432 -0.668
H -2.287 -0.237 0.283
H 1.290 -0.967 2.255
H -0.194 -1.636 1.612
H 0.173 -1.912 3.318
H -0.512 0.539 3.232
H 2.016 -0.159 -1.935
H -0.403 -2.122 -1.234

Just the Löwdin charges please, in e? Sure, here they are:
1 C -0.061
2 C -0.489
3 C -0.139
4 C -0.241
5 C 0.014
6 C -0.238
7 N -0.005
8 N 0.139
9 H 0.075
10 H 0.077
11 H 0.075
12 H 0.144
13 H 0.084
14 H 0.120
15 H 0.061
16 H 0.095
17 H 0.067
18 H 0.023
19 H 0.075
20 H 0.015
21 H 0.056
22 H 0.052

Entry B
Formula: C6H14N2
Source: the Open Molecules 2025 dataset
Level of theory: wB97M-V/def2-TZVPD

The calculation puts the HOMO energy (spin up / spin down) at -6.40 / -6.39 eV. Its orbital gap (spin up / spin down) is 7.2 / 7.2 eV. Its multiplicity is 1.

CARTESIAN COORDINATES (ANGSTROEM)
C -0.560 0.283 0.769
C 0.562 -0.981 -1.137
C -2.014 0.314 0.390
C 1.628 -1.729 -0.381
C 0.379 0.922 0.023
N -0.499 1.681 2.340
N -0.525 -1.759 -1.536
C 1.100 1.891 -0.465
H -0.236 -0.527 1.416
H 0.929 -0.371 -1.958
H 0.467 1.803 2.649
H -0.778 2.591 1.967
H -0.908 -2.388 -0.842
H -1.054 -1.485 -2.351
H -2.232 1.119 -0.311
H 1.211 -2.229 0.499
H -2.596 0.487 1.295
H -2.330 -0.637 -0.042
H 2.095 -2.497 -1.011
H 2.413 -1.053 -0.045
H 1.215 2.828 0.064
H 1.732 1.738 -1.333

Just the Löwdin charges please, in e? Sure, here they are:
1 C -0.242
2 C -0.293
3 C -0.075
4 C -0.095
5 C -0.190
6 N -0.063
7 N 0.047
8 C 0.018
9 H 0.117
10 H 0.100
11 H -0.039
12 H -0.039
13 H 0.093
14 H 0.097
15 H 0.087
16 H 0.074
17 H 0.075
18 H 0.058
19 H 0.080
20 H 0.077
21 H 0.058
22 H 0.054

Entry C
Formula: C6H14N2
Source: the Open Molecules 2025 dataset
Level of theory: wB97M-V/def2-TZVPD

The calculation puts the HOMO energy at -7.22 eV. Its orbital gap is 8.3 eV. Its multiplicity is 1. The SMILES is C=C(N)[C@@H](C)N.C=C.

CARTESIAN COORDINATES (ANGSTROEM)
C -1.026 -0.732 -1.123
C -1.053 -0.243 0.174
N -1.513 -1.047 1.219
C -0.145 0.818 0.543
C -0.219 2.129 -0.220
N -0.022 1.040 1.972
H -1.659 -1.572 -1.384
H -0.849 -0.040 -1.932
H -1.777 -0.525 2.044
H -2.201 -1.736 0.955
H 0.918 0.249 0.085
H 0.712 2.691 -0.102
H -0.381 1.968 -1.283
H -1.037 2.746 0.160
H 0.547 1.855 2.162
H 0.414 0.243 2.426
C 0.963 -1.626 -1.219
C 1.877 -0.773 -0.596
H 0.935 -1.680 -2.299
H 0.666 -2.533 -0.706
H 2.340 -1.086 0.333
H 2.512 -0.144 -1.209

Just the Löwdin charges please, in e? Sure, here they are:
1 C -0.037
2 C -0.388
3 N 0.099
4 C -0.441
5 C -0.047
6 N 0.048
7 H 0.077
8 H 0.069
9 H 0.080
10 H 0.088
11 H 0.104
12 H 0.078
13 H 0.070
14 H 0.082
15 H 0.072
16 H 0.077
17 C -0.133
18 C -0.154
19 H 0.067
20 H 0.069
21 H 0.059
22 H 0.059

Entry D
Formula: C6H14N2
Source: the Open Molecules 2025 dataset
Level of theory: wB97M-V/def2-TZVPD

The calculation puts the HOMO energy at -9.19 eV. Its orbital gap is 10.1 eV. Its multiplicity is 1. The SMILES is C=C=N.C=N.CCC.

CARTESIAN COORDINATES (ANGSTROEM)
C -0.482 -2.424 -0.659
C -1.326 -2.171 0.288
N -2.215 -1.816 1.033
H -0.605 -3.274 -1.306
H 0.391 -1.814 -0.798
H -2.259 -2.114 1.998
C -2.290 1.007 -0.962
N -1.396 0.600 -1.733
H -3.058 0.388 -0.488
H -2.310 2.067 -0.728
H -1.407 -0.403 -1.920
C 0.931 0.612 1.567
C 2.053 0.553 0.539
C 1.769 1.458 -0.654
H 1.135 -0.052 2.405
H 0.823 1.626 1.950
H -0.015 0.320 1.114
H 2.993 0.851 1.009
H 2.174 -0.478 0.195
H 0.824 1.190 -1.124
H 1.706 2.496 -0.333
H 2.562 1.377 -1.394

Just the Löwdin charges please, in e? Sure, here they are:
1 C -0.013
2 C -0.291
3 N 0.157
4 H 0.059
5 H 0.047
6 H 0.077
7 C -0.147
8 N 0.029
9 H 0.055
10 H 0.057
11 H 0.023
12 C -0.124
13 C -0.325
14 C -0.125
15 H 0.066
16 H 0.071
17 H 0.040
18 H 0.096
19 H 0.085
20 H 0.029
21 H 0.070
22 H 0.066

Energies relative to the most stable structure, in eV: entry A 5.878; entry B 3.180; entry C 0.355; entry D 0.000.